Arrangement P

Below is a structure of composition C3H4NO2, with properties calculated with ωB97M-V/def2-TZVPD.

Properties
Net charge ... -1
Orbital gap ... 6.2 eV
Lowest unoccupied orbital energy ... 0.167 Eh
Multiplicity ... 1

```
10
C3H4NO2, DFT ωB97M-V/def2-TZVPD
O -1.246 0.967 -1.991
O -0.534 -1.128 -0.795
N -0.276 0.528 -1.341
C -0.180 -1.081 0.571
C 0.690 0.146 0.687
C 0.284 1.023 -0.282
H 1.490 0.305 1.423
H 0.590 2.131 -0.260
H -1.017 -0.855 1.188
H 0.199 -2.035 0.799
```



Arrangement Q

Below is a cluster of 2 separate species, C3H4NO2 in total, with properties calculated with ωB97M-V/def2-TZVPD.

Properties
Net charge ... -1
Orbital gap ... 5.1 eV
Lowest unoccupied orbital energy ... 0.136 Eh
Multiplicity ... 1

```
10
C3H4NO2, DFT ωB97M-V/def2-TZVPD
O 2.650 1.306 1.321
O 2.676 -0.332 -0.352
N -0.477 0.621 0.432
C -1.114 0.325 -0.746
C -1.025 -0.715 0.305
C 2.530 0.437 0.528
H -2.141 0.728 -0.806
H -0.723 0.052 -1.694
H -1.984 -0.936 0.856
H -0.392 -1.488 0.156
```



Arrangement R

Below is the ion C3H4NO2 with charge -1, with properties calculated with ωB97M-V/def2-TZVPD.

Properties
Net charge ... -1
Orbital gap (alpha / beta) ... 5.9 / 5.9 eV
SMILES ... O=C1C[C@@H]1N[O-]
Lowest unoccupied orbital energy (alpha / beta) ... 0.160 / 0.160 Eh
Multiplicity ... 1

```
10
C3H4NO2, DFT ωB97M-V/def2-TZVPD
O -1.619 -0.723 -0.922
O 0.667 1.293 1.917
N -0.950 -1.112 0.115
C 0.517 0.794 -0.616
C 0.396 -0.584 0.097
C 0.739 0.621 0.850
H -1.589 -0.931 1.006
H 1.086 -1.339 -0.126
H 1.356 1.022 -1.339
H -0.602 0.958 -0.983
```



Most favorable structure: arrangement Q. The second most favorable one is 2.696 eV above it.



Arrangement P

Below is a cluster of 2 separate species, C2H3O3S in total, with properties calculated with ωB97M-V/def2-TZVPD.

Properties
Net charge ... -1
Orbital gap ... 6.6 eV
Lowest unoccupied orbital energy ... 0.133 Eh
Multiplicity ... 1

```
9
C2H3O3S, DFT ωB97M-V/def2-TZVPD
S -1.932 -0.117 -0.217
O -2.923 -1.128 -0.663
O -0.966 -0.481 1.218
O 2.653 0.662 0.116
C -0.205 -0.669 -0.001
C 1.446 0.818 0.002
H 0.023 -1.619 -0.268
H 1.002 1.281 -0.952
H 0.903 1.255 0.763
```



Arrangement Q

Below is the ion C2H3O3S with charge -1, with properties calculated with ωB97M-V/def2-TZVPD.

Properties
Net charge ... -1
Orbital gap ... 7.3 eV
Lowest unoccupied orbital energy ... 0.145 Eh
Multiplicity ... 1

```
9
C2H3O3S, DFT ωB97M-V/def2-TZVPD
S 2.176 -0.117 -0.125
O -1.000 -2.165 0.201
O 2.617 -1.439 -0.662
O 2.266 -0.085 1.340
C 0.230 0.196 -0.457
C -0.464 -1.002 0.393
H 0.238 1.239 0.020
H -0.301 -0.689 1.486
H 0.142 0.259 -1.472
```



Most favorable structure: arrangement Q. The second most favorable one is 2.820 eV above it.



Arrangement P

Below is the molecule C3H4N2S, with properties calculated with ωB97M-V/def2-TZVPD.

Properties
Orbital gap ... 9.4 eV
SMILES ... CS/N=C/C#N
Lowest unoccupied orbital energy ... 0.000 Eh
Multiplicity ... 1

```
10
C3H4N2S, DFT ωB97M-V/def2-TZVPD
S -1.169 -0.866 -0.024
N 3.759 0.412 -0.019
N 0.464 -0.238 0.158
C 2.788 -0.228 -0.037
C 1.454 -0.995 0.116
C -2.073 0.710 0.049
H -2.095 1.272 0.929
H 1.626 -2.073 -0.092
H -1.613 1.439 -0.746
H -3.140 0.567 -0.334
```



Arrangement Q

Below is the molecule C3H4N2S, with properties calculated with ωB97M-V/def2-TZVPD.

Properties
Orbital gap ... 10.3 eV
SMILES ... N#CC/C=N\S
Lowest unoccupied orbital energy ... 0.022 Eh
Multiplicity ... 1

```
10
C3H4N2S, DFT ωB97M-V/def2-TZVPD
S -2.077 -0.499 -0.034
N -1.188 0.982 -0.002
N 3.405 -0.147 -0.120
C 2.275 -0.249 0.010
C 0.826 -0.356 0.143
C 0.100 0.921 0.003
H 0.659 1.879 0.052
H 0.481 -1.133 -0.574
H 0.560 -0.697 1.141
H -3.189 0.191 -0.147
```



Arrangement R

Below is the molecule C3H4N2S, with properties calculated with ωB97M-V/def2-TZVPD.

Properties
Orbital gap ... 8.2 eV
Lowest unoccupied orbital energy ... 0.005 Eh
Multiplicity ... 1

```
10
C3H4N2S, DFT ωB97M-V/def2-TZVPD
S 3.226 -0.835 1.829
N 2.607 0.698 1.466
N 1.699 0.860 0.682
C 0.662 0.614 0.156
C -0.474 0.925 -0.613
C 2.039 -1.837 1.203
H 2.041 -2.924 1.487
H -1.067 -0.008 -0.533
H -1.028 1.781 -0.072
H -0.341 1.197 -1.753
```



Most favorable structure: arrangement Q. The second most favorable one is 0.679 eV above it.



Arrangement P

Below is the molecule CH3ClN2O2, with properties calculated with ωB97M-V/def2-TZVPD.

Properties
Orbital gap (alpha / beta) ... 8.3 / 8.7 eV
Lowest unoccupied orbital energy (alpha / beta) ... -0.035 / -0.027 Eh
Multiplicity ... 1

```
9
CH3ClN2O2, DFT ωB97M-V/def2-TZVPD
Cl 1.948 -0.648 -0.318
O -1.274 1.529 -0.504
O -2.043 -1.206 -0.737
N -0.448 0.350 -0.115
N -0.932 -0.843 -0.348
C 0.834 0.564 0.433
H 1.230 1.485 0.122
H -0.314 -1.517 0.006
H 0.998 0.288 1.461
```



Arrangement Q

Below is a cluster of 2 separate species, CH3ClN2O2 in total, with properties calculated with ωB97M-V/def2-TZVPD.

Properties
Orbital gap ... 9.2 eV
SMILES ... C=NCl.O=NO
Lowest unoccupied orbital energy ... -0.023 Eh
Multiplicity ... 1

```
9
CH3ClN2O2, DFT ωB97M-V/def2-TZVPD
Cl -0.343 2.263 -1.203
O 1.266 -0.986 -0.950
O 2.537 -1.923 0.349
N 1.448 -1.407 0.296
N -0.455 0.859 -0.214
C -1.474 0.565 0.569
H -2.220 1.246 1.105
H -1.296 -0.432 0.955
H 0.537 -0.185 -0.908
```



Most favorable structure: arrangement Q. The second most favorable one is 1.203 eV above it.